Below is a structure of composition C22H26FN3O3S in a non-equilibrium geometry, with properties calculated with ωB97M-V/def2-TZVPD.

The geometry in XYZ format:
```
56
Properties=species:S:1:pos:R:3:forces:R:3
C 7.747193 -1.047981 -1.095992 3.2 -10.0 0.6
H 2.587053 2.931338 0.282038 1.1 -2.8 -1.8
F 5.276884 -2.738135 1.142467 1.0 2.6 -2.3
C 3.041514 -0.974545 0.919005 -1.0 6.9 -3.5
O 0.542945 2.641640 0.610779 1.3 -2.0 -0.6
H 8.638802 -1.583442 -1.492316 0.0 1.8 -0.4
H 3.546405 1.880202 -0.971631 2.0 0.5 -4.1
H 2.653942 -0.744994 1.811177 -2.8 -0.9 3.4
C -2.745980 -0.951920 0.027014 0.1 -0.8 0.2
H -5.246473 2.943350 -0.296710 -1.8 -2.3 1.8
H -6.925465 2.019545 -0.221800 0.6 0.0 1.2
C -1.235939 0.138730 1.456791 6.9 5.8 -0.1
C -5.277672 1.046735 1.262146 -4.5 4.6 -3.7
C -2.150885 -0.749202 -1.227245 2.9 3.7 8.7
O -4.215160 -2.799508 -0.936640 0.8 -2.1 -9.6
C -2.248094 -0.668855 1.371237 -1.8 -0.6 -1.5
C -0.466859 0.685226 0.135899 -2.5 -4.5 1.5
H 1.282886 -1.202108 -0.425760 1.4 2.6 0.7
H -2.677320 -1.005794 2.314173 -0.5 -0.3 -0.7
H 2.697950 -0.760467 -1.237409 0.8 0.8 -0.1
H 7.879243 0.763064 -1.919536 -0.7 1.0 0.1
C -6.053101 -0.164066 1.168584 12.8 -4.2 -1.0
C 5.889657 -1.730075 0.197532 1.7 -4.6 1.7
C 5.405736 -0.432843 0.078569 -4.1 -5.8 4.6
H -6.965847 -0.322461 1.178562 -8.7 -0.4 0.7
C -5.848576 1.923399 0.044540 3.8 0.0 -6.1
H -4.016155 0.895823 -1.300013 -3.5 0.6 0.4
C 7.130848 -2.202055 -0.362167 -2.4 2.6 0.4
H 5.874178 1.548395 -0.643944 0.4 -3.5 -0.3
H -0.737662 0.633884 2.499582 -1.6 -1.8 -3.0
N -5.554913 -0.982287 -0.085272 -0.1 -0.7 2.9
C -5.822985 -0.501715 -1.332079 8.5 4.7 0.0
N 4.204938 -0.203845 1.073484 7.0 6.0 -2.8
C -0.956634 0.111704 -1.036582 -1.0 -0.7 -0.7
H -4.245947 1.128087 1.159795 1.6 -0.7 0.4
S -4.211320 -1.857917 0.049911 -1.5 0.1 0.2
H 4.832557 1.968938 1.240661 4.7 2.5 0.6
C 7.240338 0.149094 -1.309545 9.4 -1.7 -5.2
H -5.446734 -0.933010 -2.205474 1.2 -1.6 -0.7
C 2.227489 -0.464816 -0.304067 -2.2 -0.8 0.7
H -5.337959 1.392546 -2.285064 -1.1 2.0 -3.2
H 7.458202 -3.338094 -0.181082 -0.4 3.2 -0.7
H -6.701935 -0.374577 -1.526806 -10.5 0.7 -1.5
H -0.503387 0.222865 -1.991543 1.1 0.7 -0.5
H -2.543863 -1.167094 -2.028806 -1.4 -1.5 -3.9
O -4.346086 -2.738988 1.093599 0.0 -0.6 9.2
C 2.990672 1.809476 -0.153147 8.5 10.0 6.9
C 4.060540 1.427375 0.999650 -9.6 -6.3 3.3
H 3.333462 -1.768251 0.495226 1.8 -7.4 -1.1
H -5.738185 1.703647 1.909690 0.0 0.9 3.1
N 2.020401 1.060226 -0.151216 -10.0 -10.7 -1.1
H 3.357069 1.469243 2.188322 1.8 0.4 -3.5
C -5.286504 1.010361 -1.358339 3.3 -1.9 4.7
H -5.426362 -0.818393 1.833722 -1.9 0.0 0.7
C 0.809827 1.464835 0.218343 -3.5 3.8 1.3
C 6.203261 0.257735 -0.682294 -10.6 12.7 3.6
```
Forces are in eV/Å.

Properties
Relative energy (zero: lowest compared OMol25 entry of this formula, charge and spin) (kJ/mol): 2014.9
Total charge: 0
Calculated total energy (a.u.): -1741.21730
Gap between HOMO and LUMO (eV): 8.3
LUMO (eV): -0.18